Record 1
{
  "formula": "C5H9ClNS",
  "method": "ωB97M-V with the def2-TZVPD basis set",
  "elements": ["C", "C", "C", "C", "C", "N", "S", "Cl", "H", "H", "H", "H", "H", "H", "H", "H", "H"],
  "coordinates": [[2.46012, -0.18021, 0.01265], [-0.05527, 1.62439, -0.03100], [-0.52383, 0.11915, -0.18961], [0.70421, 1.76778, 1.26355], [0.40525, -2.00903, -0.83733], [0.38706, -0.57172, -0.93743], [2.45352, 1.06346, 1.06275], [3.72350, -0.91414, -0.64572], [0.47761, 1.73271, -0.94293], [-1.00191, 2.19982, -0.34326], [-0.72998, -0.41885, 0.70991], [-1.41209, 0.09591, -0.82268], [0.97135, 2.80555, 1.43298], [0.15808, 1.50396, 2.12057], [1.40319, -2.57514, -1.08842], [-0.24705, -2.20455, -1.74920], [0.02216, -2.38170, 0.12513]],
  "nbo_charge": [-0.23, -0.44, -0.29, -0.48, -0.48, -0.16, 0.58, 0.29, 0.25, 0.27, 0.19, 0.27, 0.26, 0.26, 0.25, 0.27, 0.20],
  "de_lowest_kcal_mol": 46.25,
  "lumo_energy_ev": [-5.41, -5.72],
  "total_charge": 1,
  "multiplicity": 1,
  "homo_lumo_gap_ev": [8.00, 7.63]
}



Record 2
{
  "formula": "C35H39Br8Cl7F10KLiNO9S3Si",
  "method": "ωB97M-V with the def2-TZVPD basis set",
  "elements": ["C", "C", "C", "C", "C", "C", "C", "C", "C", "S", "O", "O", "F", "C", "O", "C", "C", "C", "C", "C", "F", "F", "F", "C", "C", "C", "C", "C", "O", "Si", "C", "C", "C", "C", "C", "O", "C", "H", "H", "H", "H", "H", "H", "H", "H", "H", "H", "H", "H", "H", "H", "H", "H", "H", "H", "H", "H", "H", "H", "H", "H", "H", "H", "H", "H", "Li", "Br", "C", "C", "Br", "H", "H", "H", "H", "Br", "C", "Cl", "Cl", "H", "H", "K", "C", "Br", "Br", "Br", "H", "C", "Cl", "Cl", "Cl", "Cl", "Br", "C", "C", "Br", "H", "H", "H", "H", "C", "F", "F", "F", "S", "O", "O", "N", "S", "O", "O", "C", "F", "F", "F", "Cl"],
  "coordinates": [[-1.18534, -0.94506, 2.77379], [-1.42818, 0.40020, 1.90821], [-2.93778, 0.88502, 1.85863], [-3.19623, 2.20373, 1.06013], [-2.00385, 2.99307, 0.32053], [-0.45765, 2.47917, 0.36457], [0.75121, 3.25425, -0.41938], [1.76272, 2.12250, -1.02177], [1.42963, 1.32675, -2.19859], [-0.14699, 1.48349, -3.17050], [-0.05469, 0.89852, -4.58095], [-1.25096, 0.64462, -2.47383], [-0.64183, 3.14813, -3.36970], [2.45513, 0.19327, -2.70068], [2.69681, -0.03698, -3.91930], [3.19400, -0.59633, -1.50672], [3.46255, -2.11100, -1.62907], [3.06923, -3.04671, -2.85847], [1.51945, -3.02041, -3.26544], [0.57833, -3.91085, -2.31454], [-0.76573, -3.64953, -2.75234], [0.73236, -3.58798, -0.94827], [0.81225, -5.28882, -2.53791], [4.16108, -2.78373, -0.38496], [4.54852, -1.93642, 0.85603], [4.26881, -0.38853, 0.97452], [4.68051, 0.42338, 2.30058], [6.29946, 0.49272, 2.44756], [6.90278, -0.82018, 2.55611], [7.40682, -1.18601, 4.17611], [9.28060, -0.72135, 4.38409], [7.32626, -3.10240, 4.45617], [6.30052, -0.40736, 5.54490], [3.57093, 0.26369, -0.23631], [3.16389, 1.82749, -0.26962], [3.88413, 2.73127, 0.21056], [-0.24205, 1.16644, 1.18919], [-2.15429, -1.27494, 3.27821], [-0.39428, -0.66850, 3.55705], [-0.81444, -1.81903, 2.13545], [-3.78164, 0.32336, 2.37960], [-4.28741, 2.55310, 1.01807], [-2.34241, 3.95672, -0.26819], [0.36833, 4.00152, -1.18955], [1.35620, 3.84041, 0.37233], [3.29937, -4.12951, -2.52751], [3.79113, -2.82470, -3.72189], [1.04255, -1.98603, -3.30971], [1.42037, -3.46115, -4.33024], [4.37163, -3.90782, -0.36956], [5.04830, -2.47691, 1.72775], [4.31615, 1.50395, 2.30230], [4.20559, -0.07337, 3.22995], [6.61811, 1.21175, 3.29758], [6.69542, 0.97854, 1.47455], [9.60650, -0.25654, 3.38698], [9.90873, -1.65513, 4.57258], [9.34964, 0.01883, 5.26004], [7.71988, -3.37655, 5.50804], [7.92677, -3.65571, 3.65113], [6.24844, -3.49463, 4.40482], [5.22878, -0.32262, 5.16018], [6.73149, 0.60520, 5.88459], [6.27913, -1.17715, 6.40894], [0.78738, 0.68300, 1.30085], [3.21899, -1.14710, -5.63187], [10.36432, 3.32620, 7.45581], [11.76185, 2.68379, 6.25797], [11.67759, 3.35343, 4.90841], [10.22801, 2.60921, 3.84027], [11.66501, 1.59968, 6.20877], [12.70007, 2.93853, 6.75490], [12.58361, 3.16422, 4.32989], [11.50868, 4.42837, 4.96939], [-0.58275, 4.57104, -4.61633], [5.73774, 5.67771, -0.42612], [6.61686, 4.69675, -1.61604], [6.84408, 6.37317, 0.76663], [5.20878, 6.49593, -0.94843], [5.01677, 5.04399, 0.08795], [-2.44806, 2.98577, -2.11178], [-6.19363, -0.43529, -3.17686], [-7.15834, -0.43293, -1.49490], [-7.21696, -1.28470, -4.58367], [-5.61244, 1.34776, -3.68081], [-5.29511, -1.03213, -3.02825], [-1.55719, 4.14193, 4.49148], [-0.57349, 3.51459, 5.83342], [-1.06749, 3.35368, 2.97667], [-3.27354, 3.80184, 4.80660], [-1.31716, 5.89664, 4.35173], [-10.32470, 2.41017, -0.64494], [-11.11390, 0.91278, -1.61915], [-10.63955, 0.87770, -3.05108], [-11.54002, 2.23115, -4.12723], [-12.19489, 1.00679, -1.52418], [-10.78261, 0.02083, -1.08407], [-10.89809, -0.07570, -3.51730], [-9.56819, 1.04944, -3.15479], [-9.39258, -4.29896, -5.18378], [-8.47424, -3.50544, -5.77974], [-9.37348, -5.47246, -5.85199], [-8.91701, -4.56870, -3.94674], [-11.05068, -3.53844, -5.14517], [-11.38792, -3.35035, -6.54420], [-10.86101, -2.30790, -4.39346], [-11.81694, -4.70719, -4.39382], [-13.35306, -4.35168, -4.17674], [-14.17206, -4.31392, -5.37336], [-13.63407, -3.30745, -3.20987], [-13.85637, -5.89118, -3.33667], [-13.17788, -6.09775, -2.18443], [-13.64340, -6.98958, -4.09628], [-15.16638, -5.89879, -3.01399], [4.01072, 7.98040, -0.78951]],
  "mulliken_charge": [-1.08, 0.86, -0.76, -0.59, -1.27, 0.77, -0.86, 0.02, 0.52, 0.99, -0.66, -0.70, -0.10, -0.67, -0.59, 0.93, 0.76, -0.49, -0.38, 0.63, -0.24, -0.21, -0.26, -1.24, -0.44, -0.13, -0.23, -0.31, -0.47, 0.63, -0.82, -1.08, -0.91, 0.40, -0.10, -0.47, -0.21, 0.35, 0.27, 0.21, 0.30, 0.38, 0.84, 0.29, 0.32, 0.35, 0.11, 0.04, 0.32, 0.22, 0.26, 0.24, 0.23, 0.28, 0.35, 0.23, 0.29, 0.15, 0.31, 0.28, 0.27, 0.25, 0.28, 0.35, 0.16, 0.94, -0.12, -0.60, -0.56, -0.11, 0.33, 0.36, 0.33, 0.37, -0.38, 0.28, -0.25, -0.19, 0.04, -0.04, 1.21, -0.44, 0.00, 0.09, 0.00, 0.40, 0.25, -0.13, 0.11, -0.12, -0.11, -0.18, -0.58, -0.07, -0.14, 0.44, 0.34, 0.07, 0.18, 0.58, -0.24, -0.24, -0.24, 0.99, -0.66, -0.58, -0.36, 1.00, -0.64, -0.64, 0.65, -0.24, -0.24, -0.22, -0.83],
  "lumo_energy_ev": -1.84,
  "total_charge": -1,
  "multiplicity": 1,
  "homo_lumo_gap_ev": 2.98
}



Record 3
{
  "formula": "C6H7F6N",
  "method": "ωB97M-V with the def2-TZVPD basis set",
  "elements": ["C", "N", "C", "C", "C", "C", "F", "F", "F", "C", "F", "F", "F", "H", "H", "H", "H", "H", "H", "H"],
  "coordinates": [[1.08499, -1.75037, 1.91478], [0.96768, -1.27136, 0.51313], [1.03872, -2.31457, -0.58858], [0.18426, -0.14835, 0.18928], [-1.11478, 0.22105, 0.53392], [-2.11638, -0.62677, 1.26372], [-3.26155, -0.25220, 0.80509], [-2.03273, -2.02821, 1.13861], [-1.90838, -0.14447, 2.55305], [0.99258, 0.95619, -0.67949], [0.17278, 1.36191, -1.66471], [2.16797, 0.65111, -1.25799], [1.23396, 2.10126, 0.06152], [1.67026, -1.00906, 2.43580], [0.15605, -1.76518, 2.48919], [1.60175, -2.74692, 1.95820], [0.08920, -2.83382, -0.84287], [1.52444, -1.86301, -1.41108], [1.72715, -3.03920, -0.17634], [-1.51760, 1.20438, 0.50849]],
  "nbo_charge": [-0.40, -0.47, -0.40, 0.15, -0.30, 0.96, -0.29, -0.33, -0.34, 0.94, -0.33, -0.31, -0.34, 0.20, 0.20, 0.21, 0.19, 0.21, 0.20, 0.24],
  "smiles": "CN(C)/C(=C\\C(F)(F)F)C(F)(F)F",
  "de_lowest_kcal_mol": 15.20,
  "lumo_energy_ev": 0.54,
  "multiplicity": 1,
  "homo_lumo_gap_ev": 9.70
}



Record 4
{
  "formula": "C21H24HfN2OP2S",
  "method": "ωB97M-V with the def2-TZVPD basis set",
  "elements": ["C", "C", "C", "C", "C", "C", "C", "C", "C", "C", "C", "C", "C", "H", "H", "H", "H", "H", "H", "H", "N", "Hf", "C", "H", "H", "C", "H", "H", "P", "P", "C", "H", "H", "H", "C", "H", "H", "H", "C", "H", "H", "H", "C", "H", "H", "H", "C", "O", "H", "S", "C", "N"],
  "coordinates": [[-1.46540, 3.38231, -1.72527], [-1.28400, 2.02531, -1.50937], [-0.01360, 1.43511, -1.84807], [1.05880, 2.26811, -2.35447], [0.81180, 3.66171, -2.56357], [-0.42450, 4.19711, -2.26367], [2.29870, 1.64911, -2.59587], [2.47800, 0.28041, -2.32417], [1.32890, -0.45719, -1.83897], [1.45500, -1.85489, -1.51147], [2.68710, -2.46769, -1.67757], [3.81600, -1.74809, -2.17217], [3.72130, -0.40779, -2.48867], [-2.42460, 3.84601, -1.46867], [1.61880, 4.29291, -2.95117], [-0.61300, 5.26411, -2.42207], [3.13680, 2.24191, -2.98057], [2.80120, -3.52739, -1.42247], [4.76970, -2.27269, -2.29147], [4.59250, 0.14681, -2.85407], [0.13090, 0.11621, -1.64467], [0.00000, 0.00001, 1.87493], [-2.31390, 1.15021, -0.85617], [-2.28450, 0.13801, -1.29067], [-3.32630, 1.57751, -0.96477], [0.25470, -2.54269, -0.93777], [-0.65840, -2.18679, -1.44207], [0.33200, -3.63969, -1.03767], [-2.00370, 0.93781, 0.99353], [0.00200, -2.16239, 0.90023], [1.31010, -3.27329, 1.60883], [1.20540, -3.29449, 2.70633], [1.24590, -4.30219, 1.21073], [2.29830, -2.84589, 1.37113], [-1.51180, -3.21549, 1.17383], [-1.35680, -4.25689, 0.83903], [-1.76740, -3.21549, 2.24713], [-2.35900, -2.78169, 0.61613], [-2.32280, 2.66341, 1.57673], [-3.26910, 3.06861, 1.17443], [-2.35310, 2.65631, 2.67813], [-1.47790, 3.29751, 1.26393], [-3.59820, 0.10831, 1.47513], [-3.62210, -0.01999, 2.57073], [-4.47610, 0.70111, 1.16203], [-3.64830, -0.88899, 1.00843], [1.68070, -0.18639, 2.66133], [2.75740, -0.21339, 3.11743], [0.78230, 0.65571, 0.70173], [0.00000, 0.00001, 3.87493], [0.00000, 0.00001, 5.68493], [0.00000, 0.00001, 6.94583]],
  "mulliken_charge": [-0.28, -0.08, 0.25, 0.61, -0.87, -0.84, -0.82, 0.61, 0.14, 0.02, -0.28, -0.86, -0.92, 0.45, 0.47, 0.40, 0.48, 0.48, 0.40, 0.46, -0.07, -0.25, -1.09, 0.40, 0.80, -1.16, 0.47, 0.82, 0.88, 0.98, -1.47, 0.46, 0.43, 0.46, -1.22, 0.41, 0.41, 0.33, -1.34, 0.39, 0.47, 0.43, -1.18, 0.40, 0.41, 0.33, 0.58, -0.27, 0.01, 0.52, 0.15, -0.29],
  "de_lowest_kcal_mol": 182.70,
  "lumo_energy_ev": [-9.28, -9.28],
  "total_charge": 2,
  "multiplicity": 1,
  "homo_lumo_gap_ev": [4.23, 4.23]
}



Record 5
{
  "formula": "C5H9NO",
  "method": "ωB97M-V with the def2-TZVPD basis set",
  "elements": ["C", "C", "C", "C", "C", "N", "H", "H", "H", "H", "H", "H", "H", "O", "H", "H"],
  "coordinates": [[-0.54096, -1.48458, 1.71192], [-0.39849, -1.54192, 0.24763], [0.28199, -0.57495, -0.60199], [0.53727, -1.05231, -1.85836], [-0.24180, -2.26451, -1.97162], [-0.68087, -2.68138, -0.64350], [-1.32082, -2.26193, 2.19554], [-1.04250, -0.60284, 2.01088], [0.28816, -1.76406, 2.28705], [0.77052, 0.47376, -0.29505], [1.15383, -0.75193, -2.78665], [-0.25806, -3.03679, -2.76290], [-0.53804, -3.63824, -0.39987], [0.76572, 7.41389, 1.08925], [1.33496, 6.67613, 0.80151], [-0.11093, 7.09168, 0.97616]],
  "nbo_charge": [-0.65, 0.12, -0.29, -0.30, -0.08, -0.55, 0.21, 0.24, 0.22, 0.22, 0.24, 0.20, 0.41, -0.93, 0.47, 0.47],
  "smiles": "Cc1ccc[nH]1.O",
  "de_lowest_kcal_mol": 67.20,
  "lumo_energy_ev": 0.90,
  "multiplicity": 1,
  "homo_lumo_gap_ev": 8.68
}